The following is a DFT calculation (ωB97M-V with the def2-TZVPD basis set) of C31H40AsN3O3PTcTe as an isolated structure.

CARTESIAN COORDINATES (ANGSTROEM)
Tc (0.77606, 0.35484, 0.03958)
C (-0.72760, -1.48235, -3.76834)
C (-2.09940, -1.04563, -3.75542)
C (-2.55215, -0.24809, -2.76664)
C (-1.68246, 0.13562, -1.69674)
N (-0.41416, -0.20355, -1.65645)
C (0.12795, -0.97530, -2.70293)
C (-2.19319, 0.85478, -0.50875)
C (-3.50406, 1.23875, -0.28420)
C (-3.81766, 1.81742, 0.94066)
C (-2.84045, 1.99055, 1.90872)
C (-1.53984, 1.60251, 1.60912)
N (-1.25782, 1.07653, 0.42062)
C (-0.36021, 1.73744, 2.49443)
C (-0.43038, 2.30966, 3.75509)
C (0.72162, 2.45635, 4.50345)
C (1.92488, 2.03146, 3.96230)
C (1.92589, 1.46188, 2.70786)
N (0.81287, 1.30011, 1.97876)
H (-0.48826, -2.42690, -4.23834)
H (-2.76185, -1.39281, -4.53881)
H (-3.58202, 0.07542, -2.75592)
H (1.00281, -1.53121, -2.40357)
H (-4.27401, 1.08972, -1.02775)
H (-4.83551, 2.12402, 1.14391)
H (-3.09297, 2.42102, 2.86654)
H (-1.37857, 2.64825, 4.14777)
H (0.68197, 2.90341, 5.48761)
H (2.85588, 2.14025, 4.50136)
H (2.84085, 1.12224, 2.24940)
C (0.10184, 4.70602, 0.58302)
C (1.46286, 4.09504, 0.26144)
As (1.40737, 2.54935, -0.95513)
C (3.10563, 2.70006, -1.93511)
C (3.72180, 4.09023, -2.06836)
C (0.04031, 3.13531, -2.23585)
C (0.35785, 4.40769, -3.01474)
H (0.21482, 5.51048, 1.31023)
H (-0.59803, 3.98275, 0.99945)
H (-0.36285, 5.13572, -0.30410)
H (1.98087, 3.78192, 1.16852)
H (2.09182, 4.84494, -0.21115)
H (2.91296, 2.25381, -2.91290)
H (3.80586, 2.03398, -1.42730)
H (3.03242, 4.82417, -2.47919)
H (4.58420, 4.04096, -2.73457)
H (4.08113, 4.45993, -1.10847)
H (-0.88056, 3.24423, -1.65846)
H (-0.11090, 2.30505, -2.92430)
H (0.63250, 5.23694, -2.36173)
H (-0.50920, 4.72106, -3.59751)
H (1.17751, 4.24542, -3.71444)
C (-0.77084, -3.95005, 0.36063)
O (0.22555, -3.41093, 1.25718)
P (0.73738, -1.90222, 1.14760)
O (2.26064, -2.11565, 0.53158)
C (2.87274, -3.26106, -0.09144)
O (1.05757, -1.57201, 2.66901)
C (1.73849, -2.50085, 3.54302)
H (-0.42198, -4.92244, 0.02706)
H (-0.91996, -3.29652, -0.50251)
H (-1.70447, -4.05983, 0.90532)
H (2.73515, -3.20436, -1.17072)
H (2.42412, -4.16838, 0.30684)
H (3.93188, -3.23471, 0.14826)
H (1.03961, -3.24410, 3.91559)
H (2.13054, -1.91432, 4.36764)
H (2.55796, -2.99160, 3.01870)
Te (0.68024, 0.03854, -4.61917)
C (2.39316, -0.32258, -0.18580)
C (3.81466, -0.32430, -0.47699)
C (4.23782, -0.40156, -1.80617)
C (5.59078, -0.41105, -2.10636)
C (6.52839, -0.34492, -1.08283)
C (6.11487, -0.28360, 0.24406)
C (4.76368, -0.28482, 0.54975)
H (3.49754, -0.45000, -2.60134)
H (5.91535, -0.47247, -3.13704)
H (7.58542, -0.34868, -1.31721)
H (6.84952, -0.24339, 1.03831)
H (4.44081, -0.26669, 1.58437)

Values from the calculation:
HOMO level = -13.1 eV
Total charge = +2
ΔE to the lowest compared entry with this formula, charge and spin = 0.000 eV
HOMO-LUMO gap = 6.6 eV
F_max = 0.0429 Eh/bohr
LUMO level = -0.2383 hartree